[1]
Formula: C38H46BF21N4O17
Source: OMol25
Level of theory: ωB97M-V with the def2-TZVPD basis set

Each line ends with the Löwdin charge.
Atoms and positions in Å:
C -1.924 1.458 5.088  -0.05
C -1.333 1.856 3.693  -0.18
C -0.305 1.008 3.102  -0.04
C 0.204 1.387 1.773  -0.10
C -0.247 2.572 1.039  -0.07
C -1.298 3.440 1.625  -0.04
C -1.822 3.063 2.932  -0.16
C -2.993 3.896 3.627  -0.07
C -4.288 2.989 3.433  -0.29
N -4.890 2.596 4.579  0.12
N -5.921 1.796 4.416  0.16
C -6.205 1.509 3.129  -0.34
O -7.279 0.613 2.947  0.14
B -6.637 -0.555 2.396  -0.70
O -5.589 -1.106 3.154  0.16
O -6.976 -1.128 1.152  0.14
N -5.637 1.935 1.982  0.14
N -4.604 2.731 2.146  0.13
H -1.159 0.848 5.633  0.08
H -2.902 0.905 4.982  0.08
H -2.149 2.352 5.740  0.05
H 0.030 0.120 3.680  0.11
H 0.970 0.704 1.336  0.09
H 0.150 2.827 0.023  0.09
H -1.683 4.336 1.073  0.11
H -3.121 4.912 3.177  0.11
H -2.760 4.051 4.716  0.09
H -4.936 -1.540 2.572  0.09
H -6.561 -0.540 0.488  0.12
C -4.009 -4.471 -1.256  -0.07
C -3.797 -5.054 0.125  -0.19
O -2.472 -4.755 0.602  0.03
C -2.309 -3.551 1.158  -0.37
O -3.176 -2.731 1.277  0.17
C -0.874 -3.388 1.661  -0.52
F 0.037 -3.833 0.775  0.14
F -0.663 -4.073 2.800  0.17
F -0.564 -2.114 1.920  0.16
H -3.231 -4.814 -1.942  0.08
H -4.982 -4.763 -1.652  0.09
H -3.957 -3.381 -1.235  0.08
H -3.876 -6.140 0.084  0.13
H -4.553 -4.702 0.830  0.13
C -3.289 1.660 -5.050  -0.06
C -3.854 0.893 -3.873  -0.19
O -4.368 -0.382 -4.300  0.03
C -3.470 -1.365 -4.421  -0.39
O -2.298 -1.251 -4.204  0.17
C -4.163 -2.665 -4.832  -0.52
F -5.070 -2.479 -5.806  0.16
F -4.817 -3.224 -3.795  0.15
F -3.300 -3.585 -5.285  0.16
H -4.033 1.754 -5.835  0.07
H -2.972 2.658 -4.742  0.09
H -2.431 1.143 -5.480  0.07
H -4.694 1.440 -3.445  0.13
H -3.114 0.769 -3.080  0.13
C 7.181 -0.667 2.188  -0.05
C 6.667 0.546 1.440  -0.21
O 5.266 0.745 1.697  0.03
C 4.963 1.400 2.823  -0.38
O 5.765 1.816 3.608  0.17
C 3.448 1.580 2.938  -0.52
F 2.774 0.455 2.624  0.13
F 3.002 2.544 2.113  0.16
F 3.066 1.924 4.174  0.17
H 6.583 -1.548 1.946  0.08
H 8.222 -0.864 1.931  0.08
H 7.112 -0.521 3.268  0.08
H 6.767 0.386 0.368  0.12
H 7.238 1.442 1.686  0.12
C 1.793 3.840 8.934  -0.06
C 0.728 4.228 9.940  -0.20
O -0.439 4.738 9.273  0.03
C -1.302 3.822 8.820  -0.38
O -1.162 2.639 8.930  0.17
C -2.511 4.505 8.180  -0.52
F -2.163 5.534 7.384  0.15
F -3.347 5.011 9.105  0.16
F -3.233 3.667 7.426  0.15
H 2.022 4.681 8.275  0.08
H 2.706 3.529 9.442  0.08
H 1.453 3.020 8.298  0.08
H 1.099 5.032 10.577  0.13
H 0.468 3.393 10.593  0.13
C 0.913 -5.737 -1.606  -0.05
C 0.486 -7.153 -1.284  -0.20
O 1.132 -8.092 -2.162  0.03
C 2.370 -8.463 -1.816  -0.39
O 2.955 -8.069 -0.849  0.17
C 2.910 -9.494 -2.807  -0.53
F 2.653 -9.158 -4.084  0.16
F 2.358 -10.706 -2.607  0.16
F 4.236 -9.650 -2.709  0.16
H 0.735 -5.512 -2.660  0.09
H 0.364 -5.022 -0.995  0.06
H 1.981 -5.597 -1.426  0.08
H -0.586 -7.261 -1.449  0.12
H 0.678 -7.404 -0.239  0.13
C 5.826 5.574 -2.871  -0.06
C 5.847 4.869 -1.531  -0.20
O 6.663 3.687 -1.591  0.03
C 7.979 3.874 -1.432  -0.38
O 8.501 4.935 -1.251  0.18
C 8.710 2.531 -1.469  -0.52
F 8.272 1.734 -2.460  0.16
F 8.542 1.845 -0.320  0.14
F 10.029 2.669 -1.647  0.17
H 5.510 4.889 -3.660  0.08
H 5.144 6.425 -2.847  0.08
H 6.821 5.935 -3.140  0.08
H 4.840 4.538 -1.273  0.13
H 6.182 5.532 -0.732  0.13
C 0.612 -1.693 -9.550  -0.06
C 0.095 -0.481 -10.299  -0.20
O -1.309 -0.294 -10.054  0.03
C -1.627 0.354 -8.929  -0.38
O -0.835 0.773 -8.135  0.17
C -3.143 0.522 -8.824  -0.51
F -3.808 -0.601 -9.147  0.16
F -3.595 1.484 -9.649  0.17
F -3.534 0.858 -7.585  0.13
H 0.024 -2.578 -9.801  0.08
H 1.657 -1.880 -9.799  0.08
H 0.533 -1.551 -8.471  0.08
H 0.205 -0.636 -11.372  0.13
H 0.656 0.419 -10.044  0.13

Forces on the atoms, in the same order (eV/Å):
0.17 0.60 -0.32
0.42 0.58 -1.60
-1.42 2.76 -1.31
-1.01 0.58 0.53
-1.25 -0.40 1.98
1.13 -2.43 1.27
0.70 -0.50 0.27
0.30 -1.36 -0.63
2.28 2.25 0.58
-0.25 -0.14 -1.61
0.12 0.18 -1.43
-1.89 -1.08 0.27
2.41 -0.12 -0.67
0.38 -0.79 0.27
-0.71 0.83 -1.12
0.76 1.26 0.77
-0.14 -0.11 1.44
-0.38 -0.25 1.52
-0.85 0.32 -0.50
1.14 0.38 0.13
0.30 -0.96 -0.81
-0.08 0.74 -0.78
-0.86 0.91 0.18
-0.29 -0.44 1.18
0.41 -1.01 0.70
0.03 -0.99 0.09
-0.49 -0.32 -1.09
-0.46 -0.15 0.34
-0.68 -0.41 0.10
0.24 0.23 0.02
-0.69 -0.23 -0.44
0.53 0.39 0.49
-1.10 -0.66 -0.51
0.48 0.18 0.27
1.61 0.37 0.58
-0.51 0.07 0.05
-0.50 -0.05 -0.26
-0.54 -0.18 -0.21
-0.09 -0.10 0.02
0.05 -0.01 0.06
-0.11 -0.05 0.05
0.32 0.06 0.13
0.23 0.15 0.04
0.12 -0.12 0.08
0.24 0.84 0.14
-0.04 -0.81 -0.01
0.15 1.36 0.43
-0.16 -0.59 -0.18
-0.68 -1.28 -0.70
0.27 0.31 0.24
0.22 0.42 0.00
0.13 0.50 0.27
-0.10 0.19 0.31
-0.03 -0.06 0.08
0.02 0.08 0.13
-0.14 -0.31 -0.09
-0.01 -0.25 -0.14
-0.21 -0.07 0.30
0.64 -0.34 -0.12
-0.62 0.37 0.27
1.22 -0.33 -0.56
-0.57 0.10 0.15
-1.64 0.13 0.29
0.77 0.02 0.13
0.57 -0.11 -0.01
0.55 -0.11 -0.20
0.08 0.04 -0.12
-0.05 0.04 -0.03
0.10 0.07 -0.06
-0.37 0.05 0.07
-0.25 -0.01 0.17
-0.14 -0.07 -0.32
0.71 -0.17 0.25
-0.71 0.02 -0.19
1.16 -0.16 0.72
-0.49 0.17 -0.31
-1.33 0.73 -0.79
0.33 -0.29 0.20
0.44 -0.27 0.16
0.46 -0.10 0.35
0.05 0.02 0.13
-0.06 0.03 0.02
0.03 -0.03 0.12
-0.28 0.13 -0.15
-0.19 0.01 -0.20
0.28 0.04 -0.20
-0.36 0.61 0.32
0.42 -0.58 -0.17
-0.88 0.82 0.65
0.30 -0.38 -0.35
0.66 -0.94 -1.07
-0.11 0.20 0.38
-0.11 0.38 0.26
-0.37 0.31 0.31
-0.12 -0.04 0.06
0.03 -0.17 -0.12
-0.07 -0.02 0.11
0.13 -0.23 -0.21
0.20 -0.09 -0.14
0.30 -0.08 -0.20
-0.53 0.58 -0.10
0.57 -0.47 0.19
-1.05 0.93 0.07
0.38 -0.48 -0.03
0.92 -1.31 -0.32
-0.19 0.40 0.16
-0.07 0.48 -0.15
-0.43 0.42 0.12
-0.11 0.03 0.09
0.01 -0.05 0.04
-0.06 0.07 0.10
0.18 -0.29 0.00
0.21 -0.15 -0.08
-0.21 -0.08 0.29
0.72 -0.27 -0.17
-0.61 0.37 0.26
1.25 -0.29 -0.54
-0.60 0.10 0.17
-1.66 0.00 0.06
0.48 0.07 0.04
0.50 -0.09 0.06
0.58 -0.29 -0.79
0.08 0.04 -0.12
-0.05 0.04 -0.03
0.09 0.07 -0.06
-0.34 0.05 0.04
-0.23 0.00 0.15

Calculated values
Largest force on an atom (eV/A): 3.372
Net charge: 0
LUMO level (eV): -0.94
Orbital gap (eV): 7.7
Energy (Ha): -5095.87137

[2]
Formula: C18H35IN2O7PS
Source: OMol25
Level of theory: ωB97M-V with the def2-TZVPD basis set

Each line ends with the Löwdin charge.
Atoms and positions in Å:
O -2.122 5.931 2.406  0.00
C -2.740 6.210 1.364  -0.73
I -3.129 4.723 -0.221  0.85
C -3.367 7.681 1.058  -0.13
C -4.940 7.472 0.954  -0.13
C -5.792 7.889 -0.265  0.11
C -7.250 7.499 -0.040  -0.03
N -7.707 6.869 1.110  -0.32
P -9.475 6.441 1.141  0.41
S -10.083 5.784 -0.580  0.20
N -7.074 6.514 2.217  0.08
C -5.722 6.830 2.097  0.00
H -3.056 8.432 1.880  0.15
H -2.960 8.107 0.080  0.13
H -5.376 8.393 -1.189  0.14
H -7.996 7.744 -0.875  0.12
H -9.677 5.402 2.129  0.01
H -10.199 7.587 1.628  0.01
H -5.091 6.553 3.023  0.16
C -0.986 1.147 0.917  -0.11
O -0.816 0.864 -0.458  -0.21
C 0.114 1.734 -1.095  -0.20
C 0.963 0.978 -2.113  -0.17
O 1.934 0.104 -1.539  -0.12
C 1.444 -1.078 -0.897  -0.16
C 0.853 -2.111 -1.852  -0.19
O -0.419 -1.688 -2.331  -0.21
C -0.653 -2.055 -3.678  -0.11
H -1.542 2.081 1.043  0.04
H -1.556 0.330 1.365  0.09
H -0.021 1.209 1.430  0.09
H 0.772 2.215 -0.362  0.13
H -0.465 2.509 -1.610  0.11
H 1.539 1.718 -2.677  0.13
H 0.346 0.453 -2.844  0.11
H 0.744 -0.826 -0.099  0.11
H 2.316 -1.527 -0.418  0.12
H 0.705 -3.055 -1.315  0.13
H 1.552 -2.281 -2.677  0.13
H 0.184 -1.753 -4.318  0.09
H -1.545 -1.528 -4.021  0.09
H -0.820 -3.132 -3.757  0.09
C 4.793 -8.470 0.951  -0.11
O 5.255 -7.212 0.498  -0.21
C 4.768 -6.874 -0.796  -0.19
C 4.438 -5.387 -0.886  -0.17
O 3.264 -4.998 -0.171  -0.14
C 3.343 -5.016 1.258  -0.17
C 4.251 -3.940 1.849  -0.19
O 5.620 -4.261 1.641  -0.20
C 6.424 -3.124 1.389  -0.11
H 5.280 -9.275 0.392  0.09
H 5.049 -8.566 2.008  0.09
H 3.705 -8.550 0.856  0.09
H 3.877 -7.458 -1.050  0.12
H 5.561 -7.112 -1.515  0.13
H 4.227 -5.158 -1.935  0.13
H 5.291 -4.766 -0.607  0.11
H 3.613 -6.009 1.621  0.11
H 2.326 -4.823 1.605  0.12
H 4.087 -3.886 2.932  0.13
H 3.998 -2.971 1.405  0.11
H 5.989 -2.504 0.596  0.09
H 7.401 -3.470 1.047  0.09
H 6.551 -2.537 2.302  0.09

Forces on the atoms, in the same order (eV/Å):
-2.71 1.23 -4.47
1.90 0.04 3.24
0.19 0.79 0.81
-0.51 -0.36 0.08
-3.08 0.52 -1.48
-0.87 -2.49 4.78
2.67 0.82 -0.57
-0.75 1.15 -1.91
-2.23 -1.37 -1.22
0.47 0.64 0.71
4.70 1.79 -1.88
0.82 -0.08 0.52
-0.71 -1.45 -1.03
-0.64 -0.88 1.19
-0.81 -0.74 1.28
0.88 -0.74 1.65
0.95 1.09 -0.16
0.99 -0.37 0.03
-1.24 0.40 -1.59
-0.13 -0.15 -0.26
0.25 0.05 0.27
-0.17 -0.42 -0.24
0.17 0.05 0.05
-0.35 0.03 0.05
0.04 -0.09 -0.18
-0.26 0.18 0.40
0.19 0.21 -0.34
-0.09 0.10 0.29
0.07 0.08 0.21
-0.01 0.07 -0.13
0.00 0.10 0.03
0.00 -0.06 0.03
0.18 0.18 -0.11
0.06 0.00 0.14
-0.19 -0.03 0.21
-0.15 -0.05 -0.17
0.09 -0.01 -0.13
0.28 -0.06 0.03
-0.02 0.04 -0.02
0.02 -0.11 -0.03
0.00 -0.08 0.11
0.05 -0.06 -0.18
0.27 0.14 0.01
-0.44 -0.04 0.04
0.30 0.32 0.26
-0.08 -0.10 -0.13
0.21 -0.04 0.19
0.04 0.15 -0.08
0.15 -0.54 0.03
-0.09 0.27 -0.34
-0.02 -0.31 0.07
-0.14 -0.13 0.03
0.08 0.06 -0.12
-0.02 -0.07 -0.07
-0.01 0.02 0.06
-0.12 0.05 -0.23
-0.13 -0.08 0.05
0.05 -0.20 0.17
0.22 0.11 0.01
-0.04 0.11 -0.08
-0.24 0.10 0.01
0.04 0.01 -0.05
-0.02 0.09 0.07
-0.07 -0.04 0.12
0.03 0.19 -0.04

Calculated values
Largest force on an atom (eV/A): 5.456
Net charge: +1
LUMO level (eV): -5.76
Orbital gap (eV): 4.3
Energy (Ha): -2379.76030

[3]
Formula: C5H10O2
Source: OMol25
Level of theory: ωB97M-V with the def2-TZVPD basis set

Each line ends with the Löwdin charge.
Atoms and positions in Å:
C 0.853 1.717 -1.608  -0.11
C 0.145 0.366 -1.356  -0.20
C -0.016 0.004 0.140  -0.39
O -1.060 0.825 0.614  -0.04
C -0.354 -1.463 0.611  -0.09
C -0.428 -1.513 2.134  -0.22
O -0.693 -0.568 2.850  0.04
H 0.960 1.891 -2.688  0.07
H 0.302 2.573 -1.202  0.07
H 1.866 1.746 -1.187  0.07
H -0.855 0.428 -1.805  0.11
H 0.699 -0.411 -1.895  0.11
H 0.936 0.265 0.636  0.14
H -1.099 0.660 1.572  0.06
H 0.311 -2.291 0.317  0.12
H -1.352 -1.744 0.242  0.13
H -0.212 -2.483 2.626  0.12

Forces on the atoms, in the same order (eV/Å):
0.00 -0.08 0.07
0.00 -0.22 0.03
0.22 -0.18 -0.09
-0.01 0.21 0.17
0.01 0.27 -0.11
-0.08 0.32 0.14
0.17 -0.45 -0.28
-0.08 -0.12 0.24
0.00 -0.29 0.05
-0.19 -0.12 0.02
0.12 -0.20 0.15
-0.06 -0.05 0.16
-0.11 0.02 -0.01
-0.11 0.25 -0.12
0.09 0.54 -0.21
0.09 0.11 0.04
-0.06 -0.01 -0.25

Calculated values
Largest force on an atom (eV/A): 0.585
Net charge: 0
LUMO level (eV): 0.84
Orbital gap (eV): 10.9
Relative energy (zero: lowest compared OMol25 entry of this formula, charge and spin) (eV): 1.460
Energy (Ha): -346.97177

> Which of these has the lowest largest force on an atom?

C5H10O2

> The highest LUMO level belongs to which entry?

C5H10O2